1.
C40H33CrF5N7O3 | ωB97M-V/def2-TZVPD

Output
- HOMO-LUMO gap (spin up / spin down) (eV) = 6.33 / 6.56
- max |F| (Eh/bohr) = 0.0094
- <S²> = 3.79
- energy relative to the best compared isomer or geometry (same formula, charge and spin) (kcal/mol) = 0.00
- lowest unoccupied orbital energy (spin up / spin down) (eV) = -0.833 / -0.834
- spin multiplicity = 4

Positions of all 89 atoms, in Å:
Cr -0.530 0.433 -0.117
F -1.385 2.348 5.440
F -2.929 4.549 4.942
F 0.016 1.195 3.507
F -2.985 5.568 2.410
F -1.605 4.432 0.446
O 7.565 0.339 2.674
O 7.645 -1.812 2.737
O -0.144 2.103 0.870
N 3.061 -1.067 -1.468
N -0.351 1.219 -1.926
N 2.842 0.826 0.506
N -0.858 -0.664 1.520
N 7.145 -0.764 2.383
N -0.560 -1.207 -1.310
N -2.433 0.756 0.066
C 1.080 -2.243 1.365
C 0.182 -2.126 -4.855
C -3.765 -1.610 3.628
C 4.961 0.140 1.459
C -0.133 0.417 -2.955
C 3.798 2.028 2.343
C -2.237 3.965 3.960
C -4.209 0.751 1.678
C -0.041 -3.571 -0.531
C -5.016 0.310 2.723
C 3.995 -1.034 -0.500
C -1.016 2.504 -2.084
C -2.983 0.278 1.185
C -4.865 -0.756 3.580
C -0.794 2.691 1.849
C -0.752 2.247 3.178
C 3.161 -2.001 -2.389
C -0.114 -2.091 -3.501
C 3.918 0.011 0.514
C 0.047 0.899 -4.270
C -0.232 -1.022 -2.587
C 2.804 1.807 1.383
C -2.109 -0.677 1.929
C 0.402 -1.098 -5.751
C -2.524 2.221 -2.015
C 6.018 -0.839 1.441
C -1.085 -2.514 -0.919
C 5.050 -1.961 -0.449
C 4.162 -2.984 -2.413
C 4.870 1.184 2.396
C -1.461 2.849 4.204
C -2.264 4.475 2.675
C -2.581 -1.563 2.935
C 5.112 -2.964 -1.431
C 0.365 -3.535 0.941
C 0.259 -1.288 2.223
C -1.552 3.860 1.663
C 0.314 0.256 -5.461
C -3.107 1.834 -0.655
C 6.049 -1.854 0.561
H 3.704 2.847 3.043
H -3.070 3.113 -2.333
H 1.927 2.436 1.340
H 0.471 0.922 -6.302
H -1.755 -2.358 -0.073
H -0.528 -3.684 1.559
H 0.853 -3.443 -1.149
H 5.913 -3.693 -1.402
H 2.405 -1.988 -3.165
H 1.447 -1.711 0.483
H 6.855 -2.575 0.605
H -2.744 1.433 -2.742
H -0.794 3.006 -3.025
H -3.836 -2.420 4.347
H 4.173 -3.726 -3.199
H -5.664 -0.945 4.285
H -4.150 1.550 -0.830
H 0.921 -0.474 2.526
H -4.606 1.609 1.156
H -0.248 -3.071 -3.068
H 0.244 -3.127 -5.270
H -0.448 -4.560 -0.760
H 1.965 -2.492 1.959
H -1.710 -2.895 -1.731
H 1.015 -4.391 1.138
H -0.697 3.165 -1.282
H -0.058 -1.790 3.137
H -1.872 -2.334 3.203
H 0.628 -1.372 -6.773
H -3.132 2.723 -0.019
H 0.027 1.975 -4.353
H 5.642 1.320 3.138
H -5.921 0.893 2.856

Force components x, y, z for each atom (eV/Å):
Cr 0.1 0.0 -0.3
F 0.0 0.0 0.0
F 0.0 0.0 0.0
F 0.0 0.2 0.0
F 0.0 0.0 0.0
F 0.1 -0.1 0.0
O -0.1 0.0 0.1
O -0.1 0.0 0.2
O 0.0 0.1 -0.1
N 0.0 0.0 0.0
N 0.0 0.1 -0.1
N 0.1 -0.1 0.0
N 0.0 0.1 0.1
N 0.4 0.0 -0.3
N 0.1 0.0 -0.2
N -0.1 -0.1 0.2
C 0.0 -0.1 0.0
C 0.0 0.0 0.0
C 0.0 0.1 0.0
C 0.0 0.0 0.0
C -0.1 -0.1 0.1
C 0.0 0.0 0.0
C 0.0 0.0 -0.1
C -0.1 0.0 0.0
C 0.0 0.1 0.0
C 0.0 0.0 0.0
C 0.0 0.0 0.0
C 0.0 0.0 0.1
C 0.1 0.0 0.0
C 0.0 0.0 0.1
C 0.0 -0.1 0.0
C 0.0 -0.1 0.1
C 0.0 0.0 0.0
C 0.0 0.0 0.0
C 0.0 0.0 0.1
C 0.0 0.0 0.0
C 0.0 0.1 0.1
C 0.0 0.0 0.0
C 0.0 0.0 0.0
C 0.0 0.0 0.0
C 0.0 0.0 0.0
C -0.2 0.0 -0.1
C 0.0 0.0 0.0
C -0.1 0.0 -0.1
C 0.0 0.0 0.0
C 0.0 0.0 0.1
C 0.0 0.0 0.0
C 0.0 0.0 0.0
C 0.0 0.0 0.0
C 0.0 0.0 0.0
C 0.0 0.0 0.0
C 0.0 0.0 -0.1
C 0.0 0.1 -0.1
C 0.0 0.0 0.0
C 0.0 0.0 0.0
C 0.1 0.0 0.1
H 0.0 0.0 0.0
H 0.0 0.0 0.0
H -0.1 0.0 0.0
H 0.0 0.0 0.0
H 0.0 0.0 0.0
H 0.0 0.0 0.0
H 0.0 0.0 0.0
H 0.0 0.0 0.0
H 0.0 0.0 0.0
H 0.0 0.0 0.0
H 0.0 0.0 0.0
H 0.0 0.0 0.0
H 0.0 0.0 0.0
H 0.0 0.0 0.0
H 0.0 0.0 0.0
H 0.0 0.0 0.0
H 0.0 0.0 0.0
H 0.0 -0.1 0.0
H 0.0 0.0 0.0
H 0.0 0.0 0.0
H 0.0 0.0 0.0
H 0.0 0.0 0.0
H 0.0 0.0 0.0
H 0.0 0.0 0.0
H 0.0 0.0 0.0
H 0.0 0.0 0.0
H 0.0 0.0 0.0
H 0.0 0.0 0.0
H 0.0 0.0 0.0
H 0.0 0.0 0.0
H 0.0 0.0 0.0
H 0.0 0.0 0.0
H 0.0 0.0 0.0

Calculated atomic charges, method Löwdin, unit e: Cr 0.927; F 0.120; F 0.117; F 0.092; F 0.119; F 0.093; O 0.083; O 0.087; O -0.181; N 0.147; N -0.068; N 0.148; N -0.057; N -0.343; N -0.044; N -0.045; C -0.173; C -0.092; C -0.079; C -0.068; C -0.202; C -0.022; C -0.149; C -0.014; C -0.180; C -0.080; C -0.154; C -0.194; C -0.200; C -0.109; C -0.264; C -0.131; C -0.113; C -0.040; C -0.142; C -0.004; C -0.212; C -0.106; C -0.208; C -0.109; C -0.134; C -0.082; C -0.202; C -0.134; C -0.037; C 0.005; C -0.143; C -0.146; C -0.011; C -0.006; C -0.183; C -0.198; C -0.142; C -0.078; C -0.196; C 0.061; H 0.112; H 0.120; H 0.094; H 0.107; H 0.105; H 0.108; H 0.099; H 0.121; H 0.091; H 0.076; H 0.133; H 0.119; H 0.101; H 0.107; H 0.108; H 0.096; H 0.123; H 0.102; H 0.091; H 0.090; H 0.108; H 0.114; H 0.116; H 0.115; H 0.107; H 0.098; H 0.113; H 0.091; H 0.096; H 0.108; H 0.096; H 0.108; H 0.107

---

2.
C40H33CrNP2 | ωB97M-V/def2-TZVPD

Output
- HOMO-LUMO gap (spin up / spin down) (eV) = 7.39 / 7.43
- max |F| (Eh/bohr) = 0.0122
- <S²> = 6.04
- energy relative to the best compared isomer or geometry (same formula, charge and spin) (kcal/mol) = 0.00
- lowest unoccupied orbital energy (spin up / spin down) (eV) = 0.493 / 0.295
- spin multiplicity = 5

Positions of all 77 atoms, in Å:
Cr -0.194 -0.289 0.739
P -2.140 0.835 -0.297
P -0.352 -2.695 1.454
N -0.348 -1.230 -0.980
C 2.683 -0.190 -0.358
C -3.951 -4.087 0.002
C 3.301 1.436 4.374
C -6.157 0.292 -0.526
C 1.437 0.970 2.934
C -4.301 -3.266 2.232
C -4.805 -3.823 1.061
C -2.080 -3.248 1.273
C -0.268 4.461 1.863
C -0.867 -0.706 -2.132
C 4.174 1.094 3.380
C -1.495 0.662 -2.038
C 0.228 4.114 0.618
C -0.190 -2.810 -2.556
C -2.951 -2.972 2.330
C 0.052 -2.509 -1.231
C 2.309 0.584 1.878
C -3.918 1.182 -0.452
C 0.512 -3.329 -0.058
C 1.907 1.380 4.148
C 1.774 0.121 0.628
C -6.646 1.555 -0.827
C -0.781 -1.649 -3.136
C 3.705 0.665 2.110
C -2.591 -3.804 0.105
C -0.349 3.077 -0.105
C -0.130 -5.014 3.066
C 1.433 -3.229 3.481
C -4.414 2.449 -0.749
C 0.486 -5.776 4.050
C -1.348 3.766 2.394
C 2.053 -3.997 4.457
C 1.578 -5.269 4.742
C 4.585 0.318 1.054
C 4.082 -0.084 -0.151
C 0.343 -3.738 2.774
C -1.914 2.722 1.681
C -1.427 2.368 0.416
C -5.776 2.633 -0.934
C -4.794 0.104 -0.333
H 0.114 -6.768 4.275
H 1.582 -3.219 0.140
H -5.862 -4.043 0.977
H 1.221 1.674 4.933
H -1.115 -1.536 -4.157
H -6.836 -0.547 -0.435
H 5.244 1.148 3.550
H -6.160 3.620 -1.163
H -3.734 3.290 -0.826
H 0.070 2.806 -1.065
H 5.656 0.377 1.217
H 2.056 -5.866 5.509
H -4.338 -4.514 -0.915
H -0.984 -5.408 2.526
H -4.963 -3.054 3.062
H 0.359 0.975 2.772
H 0.191 5.265 2.425
H 2.901 -3.598 5.000
H -7.709 1.703 -0.974
H 2.326 -0.551 -1.318
H -2.562 -2.522 3.238
H 1.794 -2.228 3.262
H -1.740 4.029 3.369
H -1.943 -3.987 -0.743
H -4.406 -0.879 -0.085
H -0.772 1.458 -2.225
H 1.078 4.645 0.208
H 3.673 1.762 5.338
H 0.305 -4.392 -0.189
H -2.314 0.787 -2.744
H -2.749 2.169 2.102
H 4.762 -0.346 -0.954
H -0.003 -3.753 -3.049

Force components x, y, z for each atom (eV/Å):
Cr -0.4 0.1 0.3
P 0.2 0.4 -0.1
P 0.0 -0.4 -0.1
N 0.0 -0.1 -0.5
C 0.0 0.0 0.0
C 0.0 0.0 0.0
C 0.0 0.0 0.0
C 0.0 0.0 0.0
C 0.2 -0.1 -0.1
C 0.0 0.0 0.0
C 0.0 0.0 0.0
C 0.0 0.0 0.0
C 0.0 0.0 0.0
C -0.1 -0.1 0.1
C 0.0 0.0 -0.1
C 0.1 -0.2 0.1
C 0.0 0.0 0.0
C -0.1 0.1 0.0
C 0.0 0.0 0.0
C 0.0 0.1 0.0
C 0.0 0.0 0.0
C 0.0 -0.1 0.0
C -0.1 0.0 0.0
C 0.1 0.0 0.1
C 0.6 0.1 0.2
C 0.0 0.0 0.0
C 0.0 0.0 0.0
C 0.0 0.0 0.1
C -0.1 0.0 -0.1
C 0.1 -0.1 0.0
C 0.0 0.0 0.0
C 0.0 0.0 0.0
C -0.1 0.0 0.0
C 0.0 0.0 0.0
C 0.0 -0.1 0.0
C 0.0 0.0 0.0
C 0.0 0.0 0.0
C 0.0 0.0 0.0
C -0.1 0.0 0.0
C 0.0 0.1 0.1
C 0.0 0.1 0.0
C -0.2 0.1 0.0
C 0.0 0.0 0.0
C 0.0 0.0 0.0
H 0.0 0.0 0.0
H 0.0 0.0 0.0
H 0.0 0.0 0.0
H 0.0 0.0 0.0
H 0.0 0.0 0.1
H 0.0 0.0 0.0
H 0.0 0.0 0.0
H 0.0 0.0 0.0
H 0.0 0.0 0.0
H 0.0 0.0 0.0
H 0.0 0.0 0.0
H 0.0 0.0 0.0
H 0.0 0.0 0.0
H 0.0 0.0 0.0
H 0.0 0.0 0.0
H -0.2 0.0 0.0
H 0.0 0.0 0.0
H 0.0 0.0 0.0
H 0.0 0.0 0.0
H 0.0 0.0 0.0
H 0.0 0.0 0.0
H 0.0 0.0 0.0
H 0.0 0.0 0.0
H 0.0 0.0 0.0
H 0.0 0.0 0.0
H 0.0 0.0 0.0
H 0.0 0.0 0.0
H 0.0 0.0 0.0
H 0.0 0.0 0.0
H 0.0 0.0 0.0
H 0.0 0.0 0.0
H 0.0 0.0 0.0
H 0.0 0.0 0.0

Calculated atomic charges, method Löwdin, unit e: Cr 0.465; P 1.044; P 1.038; N -0.134; C -0.112; C -0.078; C -0.092; C -0.078; C -0.073; C -0.088; C -0.098; C -0.369; C -0.081; C -0.378; C -0.040; C -0.216; C -0.068; C -0.072; C -0.108; C -0.415; C -0.208; C -0.365; C -0.241; C -0.085; C -0.192; C -0.084; C -0.060; C -0.177; C -0.067; C -0.083; C -0.082; C -0.087; C -0.083; C -0.082; C -0.082; C -0.079; C -0.088; C -0.052; C -0.085; C -0.359; C -0.120; C -0.400; C -0.080; C -0.085; H 0.103; H 0.089; H 0.101; H 0.101; H 0.091; H 0.104; H 0.109; H 0.104; H 0.109; H 0.097; H 0.106; H 0.102; H 0.105; H 0.107; H 0.103; H 0.082; H 0.105; H 0.105; H 0.103; H 0.092; H 0.108; H 0.097; H 0.105; H 0.096; H 0.092; H 0.068; H 0.109; H 0.098; H 0.094; H 0.092; H 0.110; H 0.098; H 0.094

---

Question: Which formula does entry 2 have?
Answer: C40H33CrNP2